Version a
Entry from the OMol25 dataset: a cluster of 2 separate species, C9H16N3O in total (ωB97M-V/def2-TZVPD).

Calculated values
- LUMO: -2.7 eV
- Charge: +1
- HOMO-LUMO gap: 10.02 eV
- HOMO: -12.68 eV

Last column: natural (NBO) charge in e.
Cartesian coordinates (Å):
N: 2.694 1.569 -1.239  -0.55
C: 1.682 1.838 -1.939  0.11
C: 0.465 2.452 -1.296  -0.52
C: -0.736 1.621 -1.591  0.46
N: -0.772 0.302 -1.479  -0.46
C: -2.019 -0.167 -1.826  -0.04
C: -2.755 0.911 -2.172  -0.06
N: -1.933 2.009 -2.018  -0.46
H: 3.428 1.160 -1.815  0.36
H: 1.619 1.623 -3.008  0.17
H: 0.293 3.448 -1.704  0.26
H: 0.598 2.500 -0.217  0.28
H: -0.005 -0.280 -1.155  0.48
H: -2.278 -1.208 -1.816  0.27
H: -3.769 0.969 -2.516  0.26
H: -2.167 2.974 -2.188  0.45
C: 0.251 -1.084 3.036  -0.43
C: 1.028 -2.361 2.715  -0.43
C: 0.415 -2.781 1.387  -0.07
O: 0.028 -1.562 0.728  -0.59
C: 0.096 -0.470 1.655  -0.08
H: 0.760 -0.424 3.734  0.23
H: -0.727 -1.332 3.452  0.21
H: 2.088 -2.133 2.588  0.21
H: 0.935 -3.131 3.478  0.23
H: -0.478 -3.394 1.534  0.18
H: 1.108 -3.325 0.747  0.19
H: 0.963 0.146 1.384  0.17
H: -0.812 0.130 1.540  0.18

Version b
Entry from the OMol25 dataset: a cluster of 2 separate species, C9H16N3O in total (ωB97M-V/def2-TZVPD).

Calculated values
- LUMO: -2.7 eV
- Charge: +1
- HOMO-LUMO gap: 8.96 eV
- HOMO: -11.69 eV

Last column: natural (NBO) charge in e.
Cartesian coordinates (Å):
C: -1.821 -1.765 -2.119  -0.43
C: -0.970 0.539 -1.967  0.68
N: -1.012 -0.700 -1.516  -0.56
N: -2.099 1.093 -2.444  -0.79
N: 0.098 1.288 -1.759  -0.74
H: -0.245 -1.101 -0.991  0.43
H: -2.052 1.695 -3.243  0.42
H: -2.990 0.667 -2.265  0.43
H: 1.030 1.019 -1.467  0.45
H: 0.019 2.207 -2.125  0.41
H: -2.541 -2.168 -1.420  0.22
H: -1.198 -2.610 -2.414  0.23
H: -2.265 -1.445 -3.029  0.22
C: -0.811 -0.060 3.362  -0.63
C: 2.092 1.312 1.337  -0.26
C: 0.962 1.247 2.154  -0.17
C: 2.305 0.262 0.461  0.28
C: 0.279 0.043 2.304  -0.03
C: 1.673 -0.974 0.600  -0.36
C: 0.673 -1.066 1.562  -0.20
O: 3.018 0.577 -0.697  -0.69
H: 2.811 2.121 1.331  0.24
H: 0.639 2.136 2.675  0.23
H: 3.412 -0.243 -0.991  0.48
H: 2.088 -1.855 0.126  0.23
H: -0.313 -0.415 4.250  0.24
H: -1.607 -0.736 3.050  0.22
H: 0.121 -1.976 1.747  0.22
H: -1.295 0.908 3.486  0.22

Stability check: which of them is most stable? version b.

Version a
Entry from the OMol25 dataset: a structure of composition C48H57BeN8O3 (ωB97M-V/def2-TZVPD).

Calculated values
- LUMO: -8.5 eV
- Charge: +1
- HOMO-LUMO gap: 2.43 eV
- HOMO: -10.97 eV

Last column: Löwdin charge in e.
Cartesian coordinates (Å):
Be: -1.455 -4.183 -0.131  0.67
C: -0.012 1.799 1.849  -0.08
C: 0.267 1.100 0.516  -0.29
O: 0.062 -0.285 0.529  0.04
H: 0.281 2.840 1.987  0.08
H: 0.375 1.338 2.758  0.08
H: -1.080 1.920 2.026  0.08
H: 1.281 1.360 0.214  0.15
H: -0.377 1.486 -0.275  0.15
N: -1.675 6.153 5.853  0.07
C: -0.431 6.468 5.468  -0.17
C: 0.642 5.673 5.683  -0.10
C: 0.508 4.516 6.419  -0.08
C: -0.773 4.123 6.870  -0.08
C: -1.835 4.895 6.443  -0.13
H: -0.274 7.338 4.847  0.11
H: 1.623 5.868 5.274  0.10
H: 1.340 3.855 6.612  0.10
H: -0.861 3.138 7.305  0.09
H: -2.854 4.540 6.475  0.09
N: -5.004 -2.972 2.467  0.03
C: -5.688 -3.989 3.086  -0.14
C: -6.182 -3.828 4.402  -0.06
C: -6.109 -2.561 5.021  -0.08
C: -5.616 -1.467 4.338  -0.08
C: -5.113 -1.710 3.039  -0.13
H: -5.725 -4.973 2.642  0.09
H: -6.563 -4.698 4.914  0.10
H: -6.396 -2.492 6.060  0.10
H: -5.639 -0.449 4.700  0.10
H: -4.734 -0.842 2.519  0.09
N: 6.477 0.403 -4.393  0.05
C: 6.446 0.636 -5.771  -0.14
C: 5.539 1.442 -6.376  -0.11
C: 4.576 2.094 -5.652  -0.10
C: 4.569 1.908 -4.306  -0.09
C: 5.546 1.101 -3.642  -0.11
H: 7.064 0.133 -6.501  0.10
H: 5.584 1.470 -7.455  0.11
H: 3.772 2.577 -6.188  0.11
H: 3.862 2.326 -3.603  0.09
H: 5.549 0.869 -2.587  0.09
N: 6.622 5.783 0.762  0.05
C: 7.499 6.069 1.725  -0.15
C: 7.379 5.482 2.975  -0.09
C: 6.476 4.456 3.231  -0.08
C: 5.589 4.082 2.210  -0.07
C: 5.675 4.838 1.005  -0.14
H: 8.007 7.011 1.580  0.11
H: 7.958 5.805 3.828  0.10
H: 6.554 4.074 4.238  0.10
H: 4.737 3.435 2.357  0.08
H: 4.876 4.704 0.290  0.09
N: 2.465 -5.907 0.444  0.05
C: 2.931 -7.108 0.878  -0.16
C: 4.191 -7.325 1.394  -0.08
C: 5.075 -6.267 1.459  -0.07
C: 4.703 -5.059 0.877  -0.08
C: 3.416 -4.914 0.397  -0.15
H: 2.284 -7.972 0.863  0.10
H: 4.494 -8.283 1.791  0.11
H: 6.100 -6.345 1.789  0.11
H: 5.420 -4.252 0.855  0.10
H: 3.038 -4.090 -0.189  0.09
N: 0.279 -4.517 -4.125  0.04
C: 0.189 -5.630 -4.935  -0.14
C: 1.085 -5.977 -5.920  -0.08
C: 2.177 -5.133 -6.128  -0.05
C: 2.230 -3.938 -5.359  -0.06
C: 1.254 -3.635 -4.402  -0.16
H: -0.553 -6.365 -4.658  0.10
H: 1.012 -6.816 -6.596  0.11
H: 2.893 -5.271 -6.925  0.10
H: 3.103 -3.307 -5.428  0.09
H: 1.285 -2.758 -3.772  0.09
N: -0.436 -4.237 4.272  0.04
C: 0.144 -5.277 4.937  -0.14
C: 0.630 -5.160 6.280  -0.05
C: 0.742 -3.869 6.832  -0.08
C: 0.268 -2.790 6.105  -0.10
C: -0.304 -2.983 4.868  -0.14
H: 0.163 -6.275 4.525  0.09
H: 1.114 -6.000 6.756  0.10
H: 1.288 -3.709 7.750  0.11
H: 0.447 -1.852 6.609  0.10
H: -0.715 -2.144 4.326  0.09
N: -4.531 -2.209 -2.773  0.05
C: -5.348 -2.920 -3.580  -0.17
C: -6.413 -2.429 -4.284  -0.06
C: -6.716 -1.082 -4.060  -0.09
C: -5.883 -0.270 -3.363  -0.08
C: -4.814 -0.890 -2.686  -0.14
H: -5.183 -3.987 -3.604  0.10
H: -7.131 -3.044 -4.806  0.11
H: -7.614 -0.638 -4.465  0.11
H: -6.124 0.763 -3.164  0.10
H: -4.237 -0.256 -2.029  0.09
C: -4.877 8.335 1.320  -0.02
C: -3.674 7.698 0.737  -0.52
O: -2.669 8.307 0.526  0.08
C: -3.868 6.275 0.195  -0.03
H: -5.119 9.120 0.604  0.10
H: -4.580 8.761 2.278  0.10
H: -5.694 7.621 1.421  0.08
H: -4.217 6.196 -0.835  0.09
H: -4.488 5.674 0.861  0.07
H: -2.926 5.741 0.313  0.07
C: -1.953 -0.776 -7.741  -0.02
C: -2.063 0.739 -7.641  -0.49
O: -2.445 1.397 -8.599  0.07
C: -1.639 1.335 -6.346  -0.03
H: -2.893 -1.302 -7.575  0.08
H: -1.171 -1.244 -7.143  0.07
H: -1.738 -0.938 -8.797  0.08
H: -1.606 0.688 -5.470  0.07
H: -2.444 1.989 -6.010  0.08
H: -0.688 1.848 -6.489  0.09

Version b
Entry from the OMol25 dataset: a structure of composition C48H57BeN8O3 (ωB97M-V/def2-TZVPD).

Calculated values
- LUMO: -9.3 eV
- Charge: +1
- HOMO-LUMO gap: 1.22 eV
- HOMO: -10.55 eV

Last column: Löwdin charge in e.
Cartesian coordinates (Å):
Be: -2.455 -9.851 -18.733  0.53
C: -1.476 -5.403 -11.978  -0.05
C: -1.716 -5.123 -13.435  -0.29
O: -1.969 -6.233 -14.215  0.15
H: -2.323 -5.792 -11.413  0.09
H: -1.292 -4.480 -11.427  0.10
H: -0.683 -6.141 -11.864  0.10
H: -0.836 -4.595 -13.802  0.14
H: -2.560 -4.434 -13.448  0.19
N: -5.467 -11.924 -5.530  0.05
C: -5.306 -10.612 -5.294  -0.16
C: -5.268 -10.091 -4.030  -0.10
C: -5.359 -10.937 -2.966  -0.06
C: -5.383 -12.355 -3.192  -0.05
C: -5.468 -12.763 -4.503  -0.17
H: -5.170 -9.955 -6.140  0.10
H: -5.075 -9.030 -3.972  0.10
H: -5.204 -10.574 -1.961  0.10
H: -5.247 -13.074 -2.398  0.10
H: -5.559 -13.780 -4.855  0.10
N: -12.217 -6.426 -9.109  0.05
C: -10.854 -6.481 -9.056  -0.12
C: -10.137 -5.278 -8.952  -0.10
C: -10.839 -4.125 -8.882  -0.10
C: -12.239 -4.090 -8.989  -0.08
C: -12.917 -5.254 -9.091  -0.15
H: -10.333 -7.417 -8.915  0.10
H: -9.090 -5.360 -8.699  0.10
H: -10.315 -3.182 -8.931  0.10
H: -12.714 -3.120 -8.999  0.10
H: -13.973 -5.250 -9.318  0.10
N: 2.097 3.727 -9.253  0.05
C: 2.088 2.348 -9.465  -0.13
C: 1.767 1.814 -10.725  -0.08
C: 1.613 2.692 -11.825  -0.08
C: 1.580 4.038 -11.574  -0.12
C: 1.818 4.562 -10.339  -0.13
H: 2.173 1.711 -8.597  0.09
H: 1.845 0.746 -10.871  0.09
H: 1.475 2.305 -12.824  0.10
H: 1.250 4.672 -12.384  0.10
H: 1.946 5.611 -10.118  0.10
N: 3.617 -10.795 -16.900  0.04
C: 4.567 -11.363 -17.718  -0.13
C: 5.851 -11.665 -17.276  -0.07
C: 6.068 -11.506 -15.892  -0.06
C: 5.114 -10.869 -15.047  -0.08
C: 3.922 -10.514 -15.612  -0.18
H: 4.287 -11.700 -18.705  0.10
H: 6.643 -12.209 -17.769  0.10
H: 6.963 -11.841 -15.390  0.10
H: 5.450 -10.537 -14.075  0.10
H: 3.200 -10.222 -14.865  0.10
N: -8.602 -9.828 -17.289  0.05
C: -9.423 -10.814 -17.658  -0.20
C: -10.689 -10.992 -17.291  -0.09
C: -11.265 -10.054 -16.430  -0.05
C: -10.475 -8.973 -15.950  -0.05
C: -9.159 -8.945 -16.428  -0.16
H: -8.953 -11.485 -18.362  0.10
H: -11.251 -11.840 -17.654  0.11
H: -12.207 -10.150 -15.912  0.10
H: -10.798 -8.301 -15.169  0.10
H: -8.445 -8.212 -16.080  0.09
N: -5.516 2.788 -15.806  0.05
C: -6.345 3.665 -15.088  -0.09
C: -7.473 3.216 -14.342  -0.07
C: -7.743 1.858 -14.297  -0.11
C: -6.917 1.004 -14.948  -0.09
C: -5.788 1.493 -15.642  -0.17
H: -5.998 4.677 -14.945  0.09
H: -8.058 3.868 -13.711  0.10
H: -8.486 1.563 -13.571  0.11
H: -6.977 -0.072 -14.868  0.09
H: -5.062 0.794 -16.032  0.09
N: 1.447 -6.498 -22.018  0.04
C: 1.759 -5.272 -21.488  -0.13
C: 2.613 -4.354 -22.115  -0.07
C: 3.194 -4.729 -23.325  -0.08
C: 2.911 -5.981 -23.863  -0.07
C: 1.991 -6.793 -23.191  -0.17
H: 1.209 -4.997 -20.600  0.09
H: 2.808 -3.383 -21.685  0.10
H: 3.807 -4.019 -23.861  0.10
H: 3.156 -6.353 -24.846  0.10
H: 1.631 -7.682 -23.686  0.10
N: -4.577 -5.419 -22.580  0.03
C: -4.644 -4.149 -22.063  -0.13
C: -4.852 -3.043 -22.905  -0.10
C: -5.090 -3.209 -24.230  -0.08
C: -5.008 -4.516 -24.750  -0.06
C: -4.787 -5.624 -23.911  -0.13
H: -4.463 -3.945 -21.018  0.09
H: -4.976 -2.091 -22.412  0.10
H: -5.212 -2.340 -24.861  0.11
H: -5.138 -4.708 -25.805  0.09
H: -4.761 -6.644 -24.267  0.10
C: 1.003 -9.458 -6.104  -0.03
C: 2.120 -10.446 -6.542  -0.46
O: 3.033 -10.062 -7.212  0.07
C: 1.985 -11.973 -6.205  -0.02
H: 1.460 -8.470 -6.168  0.07
H: 0.735 -9.504 -5.049  0.07
H: 0.116 -9.506 -6.735  0.08
H: 2.783 -12.483 -5.665  0.08
H: 1.837 -12.463 -7.167  0.08
H: 1.067 -12.114 -5.635  0.06
C: -3.450 1.177 -4.915  -0.03
C: -3.843 0.345 -6.079  -0.53
O: -3.917 -0.847 -6.019  0.07
C: -4.150 1.032 -7.415  -0.02
H: -2.486 1.653 -5.096  0.09
H: -3.289 0.565 -4.027  0.09
H: -4.244 1.909 -4.766  0.09
H: -5.224 1.215 -7.424  0.09
H: -4.044 0.364 -8.270  0.08
H: -3.430 1.851 -7.443  0.08

Stability check: which of them is most stable? version a.

Version a
Entry from the OMol25 dataset: a structure of composition C3H3I2N (ωB97M-V/def2-TZVPD).

Calculated values
- LUMO: -0.1 eV
- Charge: 0
- HOMO-LUMO gap: 9.55 eV
- HOMO: -9.68 eV

Last column: natural (NBO) charge in e.
Cartesian coordinates (Å):
C: 0.427 -1.593 -0.264  0.21
C: 0.155 1.137 -0.260  -0.54
C: -0.363 -0.614 0.403  -0.48
N: 1.161 -2.101 -0.959  -0.28
I: -1.435 1.943 -1.432  0.18
I: -0.168 -0.598 2.472  0.19
H: 0.501 1.685 0.693  0.24
H: 1.090 0.798 -0.733  0.23
H: -1.366 -0.657 0.080  0.25

Version b
Entry from the OMol25 dataset: a cluster of 2 separate species, C3H3I2N in total (ωB97M-V/def2-TZVPD).

Calculated values
- LUMO: -1.9 eV
- Charge: 0
- HOMO-LUMO gap: 7.65 eV
- HOMO: -9.59 eV
- SMILES: C=CC#N.II

Last column: natural (NBO) charge in e.
Cartesian coordinates (Å):
C: 1.433 0.815 1.014  -0.29
C: 1.719 1.973 0.429  -0.31
C: 1.425 2.285 -0.971  0.25
N: 1.127 2.598 -2.024  -0.30
H: 1.589 0.809 2.205  0.20
H: 1.378 -0.100 0.587  0.20
H: 2.026 2.861 1.000  0.24
I: 5.794 0.505 0.698  0.00
I: 5.376 -1.424 -1.115  0.01

Stability check: which of them is most stable? version b.